The following is a DFT calculation (wB97M-V/def2-TZVPD) of a single C19H26N2O molecule.

XYZ file:
```
48
Properties=species:S:1:pos:R:3:nbo_charge:R:1
O -1.78 -2.35 1.57 -0.636
C -1.76 -1.25 1.05 0.696
C -2.51 -0.07 1.65 -0.546
C -3.62 0.42 0.77 0.080
C -3.86 1.77 0.59 -0.244
C -4.90 2.20 -0.21 -0.207
C -5.72 1.28 -0.85 -0.220
C -5.49 -0.07 -0.68 -0.197
C -4.45 -0.50 0.13 -0.247
N -1.10 -1.03 -0.12 -0.446
C -0.87 0.23 -0.77 -0.211
C 0.62 0.59 -0.69 -0.231
N 1.38 -0.47 -1.32 -0.447
C 2.77 -0.15 -1.59 -0.194
C 3.68 0.15 -0.38 -0.248
C 3.86 1.65 -0.15 -0.438
C 4.91 1.93 0.89 -0.189
C 5.79 1.04 1.29 -0.184
C 5.86 -0.36 0.75 -0.442
C 5.06 -0.49 -0.54 -0.378
C 1.17 -1.73 -0.63 -0.229
C -0.31 -2.09 -0.70 -0.230
H -1.81 0.74 1.88 0.223
H -2.93 -0.43 2.60 0.252
H -3.23 2.50 1.09 0.206
H -5.08 3.26 -0.34 0.213
H -6.53 1.62 -1.48 0.213
H -6.12 -0.79 -1.17 0.214
H -4.27 -1.56 0.27 0.223
H -1.48 1.02 -0.33 0.218
H -1.15 0.13 -1.82 0.202
H 0.80 1.52 -1.23 0.206
H 0.89 0.73 0.37 0.162
H 2.77 0.71 -2.27 0.193
H 3.17 -1.00 -2.14 0.197
H 3.22 -0.28 0.52 0.199
H 2.92 2.11 0.16 0.212
H 4.16 2.13 -1.09 0.207
H 4.91 2.93 1.30 0.202
H 6.52 1.29 2.06 0.203
H 6.90 -0.63 0.58 0.214
H 5.47 -1.05 1.51 0.209
H 5.59 0.01 -1.35 0.197
H 4.96 -1.55 -0.80 0.204
H 1.76 -2.50 -1.13 0.206
H 1.47 -1.69 0.43 0.169
H -0.51 -3.01 -0.15 0.248
H -0.61 -2.21 -1.75 0.195
```

Summary:
Frontier orbital gap = 9.22 eV
LUMO energy = 0.74 eV
Structure (SMILES) = O=C(Cc1ccccc1)N1CCN(C[C@@H]2CC=CCC2)CC1
ΔE to the lowest compared entry with this formula, charge and spin = 38.2 kcal/mol
Electronic energy = -924.350833 Ha
HOMO = -0.3114 Ha